# 1
Here is a cluster of 2 separate species, C3H5Cl in total in a non-equilibrium geometry from OMol25. Energies are from the ωB97M-V functional and the def2-TZVPD basis.

The relative energy (zero: lowest compared OMol25 entry of this formula, charge and spin) is 75.1 kcal/mol. As for the total charge: 0. The orbital gap comes out at 0.3547 Eh.

The geometry in XYZ format:
```
9
Properties=species:S:1:pos:R:3:forces:R:3:lowdin_charge:R:1
Cl -2.882 0.081 -0.018 -1.4 -0.4 -0.2 0.610
C -1.240 0.307 -0.099 1.0 4.0 2.3 -0.712
C 1.139 -0.120 -0.055 2.8 0.5 -0.2 -0.169
C -0.271 -0.579 0.026 0.7 1.6 -1.5 -0.322
H -0.404 -1.625 -0.069 -0.6 -0.9 0.1 0.092
H 1.217 1.043 -0.253 -0.1 -2.5 0.2 0.088
H 1.816 -0.756 -0.862 -1.9 1.7 2.0 0.124
H 1.605 -0.302 0.968 -0.2 0.2 -1.3 0.075
H -0.980 1.951 0.362 -0.2 -4.2 -1.6 0.214
```
Forces are in eV/Å.

---

# 2
Here is a structure of composition C25H19BrFInN6O from OMol25. Energies are from the ωB97M-V functional and the def2-TZVPD basis.

As for the total charge: +2. The orbital gap comes out at 0.2812 Eh.

The geometry in XYZ format:
```
54
Properties=species:S:1:pos:R:3:forces:R:3:lowdin_charge:R:1
In -0.745 -0.555 0.643 0.0 0.5 -0.3 0.857
Br 0.769 -2.104 2.703 0.0 -0.1 0.1 0.936
F -3.541 3.751 4.130 0.0 0.0 0.0 0.100
O 5.065 0.730 2.988 0.0 0.1 -0.1 0.143
N 0.632 -1.426 -2.046 -0.1 0.0 0.2 0.119
N 0.085 2.524 -2.623 0.0 0.0 -0.1 0.155
N -2.095 -2.448 0.724 0.0 0.0 0.1 0.010
N 1.519 -0.062 1.072 0.0 -0.1 0.2 -0.045
N -0.341 0.605 -1.385 0.1 0.0 0.0 0.055
N -0.201 -1.884 -1.048 0.2 0.1 0.0 -0.067
C -3.594 2.349 2.262 0.0 -0.1 -0.1 0.008
C 1.719 2.605 -4.419 0.0 0.1 0.0 0.008
C -3.060 -2.682 1.610 0.1 0.0 0.0 -0.076
C 1.309 0.548 -3.202 0.0 -0.1 0.1 -0.093
C -1.701 0.894 1.845 -0.1 -0.1 -0.1 -0.287
C 2.275 -0.100 -3.978 0.0 -0.1 0.0 0.009
C -1.697 2.363 3.768 0.1 -0.1 0.0 0.015
C -3.359 -4.896 0.775 0.0 -0.1 0.0 0.004
C -1.077 1.396 2.990 -0.1 0.1 0.0 -0.121
C 0.531 -0.141 -2.182 -0.1 0.1 -0.1 -0.279
C 1.953 -0.741 2.136 -0.1 -0.1 -0.1 -0.691
C -0.732 -3.031 -1.149 -0.1 -0.2 0.0 0.001
C -0.521 1.877 -1.641 0.0 -0.1 0.0 -0.107
C 1.047 1.895 -3.432 -0.1 0.1 0.0 -0.163
C -2.943 2.819 3.386 0.0 0.1 0.1 -0.271
C 3.935 0.510 2.329 0.2 0.1 0.2 -0.278
C -2.966 1.379 1.492 0.1 0.0 0.1 -0.134
C 2.668 1.949 -5.176 0.0 0.0 0.0 -0.026
C -1.744 -3.412 -0.145 0.1 0.1 -0.1 -0.246
C -3.724 -3.901 1.663 0.0 0.0 0.0 0.001
C -2.350 -4.648 -0.151 0.0 -0.1 0.0 0.028
C 3.513 1.247 1.219 0.0 0.0 -0.1 0.045
C 2.313 0.929 0.633 -0.1 -0.1 0.0 -0.081
C 2.951 0.597 -4.954 0.0 0.0 0.0 -0.031
C 3.123 -0.521 2.806 0.0 -0.1 0.0 0.005
H -3.301 -1.873 2.289 0.0 0.0 0.0 0.128
H 4.115 2.054 0.822 0.0 0.0 0.0 0.135
H 3.196 2.489 -5.950 0.0 0.0 0.0 0.125
H -1.235 2.762 4.662 0.0 0.0 0.0 0.132
H -1.203 2.446 -1.018 0.0 0.0 0.0 0.153
H 2.469 -1.149 -3.802 0.0 0.0 0.0 0.123
H -2.045 -5.401 -0.866 0.0 0.0 0.0 0.135
H -3.485 1.002 0.617 0.0 0.0 0.0 0.100
H -0.141 3.494 -2.791 0.0 0.0 0.0 0.177
H 1.498 3.651 -4.589 0.0 0.0 0.0 0.128
H -4.511 -4.055 2.387 0.0 0.0 0.0 0.128
H 5.577 1.461 2.611 0.0 -0.1 0.0 0.145
H 3.697 0.098 -5.558 0.0 0.0 0.0 0.123
H -0.507 -3.684 -1.987 0.0 0.0 0.0 0.156
H 1.963 1.479 -0.231 0.0 0.0 0.0 0.115
H -0.100 1.039 3.295 0.0 0.0 0.0 0.087
H -4.572 2.736 2.010 0.0 0.0 0.0 0.131
H -3.856 -5.857 0.794 0.0 0.0 0.0 0.132
H 3.422 -1.106 3.663 0.0 0.0 0.0 0.140
```
Forces are in eV/Å.

---

# 3
Here is a cluster of 2 separate species, C3H4FN3 in total in a non-equilibrium geometry from OMol25. Energies are from the ωB97M-V functional and the def2-TZVPD basis.

The relative energy (zero: lowest compared OMol25 entry of this formula, charge and spin) is 117.0 kcal/mol. As for the total charge: 0. The orbital gap comes out at 0.3177 Eh.

The geometry in XYZ format:
```
11
Properties=species:S:1:pos:R:3:forces:R:3:lowdin_charge:R:1
F 0.981 1.825 -0.003 0.7 0.5 -0.6 0.074
N -0.607 -1.119 -0.069 0.3 -3.9 0.7 -0.013
N 1.861 -0.815 -0.293 -1.9 2.6 1.2 0.143
N -1.652 -0.331 -0.232 -4.3 0.5 3.2 -0.068
C 0.096 0.831 -0.175 2.2 5.8 1.4 -0.367
C -1.183 1.060 -0.193 -3.4 -0.2 0.0 -0.015
C 0.467 -0.432 0.003 3.2 -1.8 -2.0 -0.341
H -2.604 -0.918 0.824 3.0 2.5 -3.8 0.324
H 2.465 -0.475 0.459 -0.2 0.7 -0.3 0.092
H 1.835 -1.728 -0.049 0.3 -4.4 0.2 0.020
H -1.658 2.102 -0.272 0.2 -2.4 0.1 0.151
```
Forces are in eV/Å.

---

# 4
Here is a structure of composition C14H28DyN4OP2 in a non-equilibrium geometry from OMol25. Energies are from the ωB97M-V functional and the def2-TZVPD basis.

The relative energy (zero: lowest compared OMol25 entry of this formula, charge and spin) is 56.4 kcal/mol. As for the total charge: +2. The orbital gap (spin up / spin down) comes out at 0.3298 / 0.2190 Eh. Its spin multiplicity is 7.

The geometry in XYZ format:
```
50
Properties=species:S:1:pos:R:3:forces:R:3:lowdin_charge:R:1
Dy 0.393 0.088 -0.015 0.3 1.1 0.1 1.173
P 2.423 -1.646 0.405 1.0 1.5 0.6 0.799
P 1.318 2.586 0.166 -0.3 0.6 -0.3 0.820
O 1.413 0.525 -1.777 0.1 0.1 1.0 -0.482
N -1.445 1.125 -0.991 0.5 -0.1 0.2 -0.106
N -0.664 -1.686 -0.926 1.0 -0.7 -0.5 -0.120
N -0.466 -0.122 2.189 -0.4 -0.5 0.3 -0.114
N 0.306 0.468 3.147 0.0 0.0 -0.2 0.019
C -1.301 2.344 -1.339 -0.6 -0.2 0.1 -0.133
C 1.371 1.388 -4.014 0.2 0.1 -0.3 -0.033
C 0.527 0.746 5.583 0.2 0.2 0.6 0.003
C 1.749 -1.051 -3.496 0.2 0.0 -0.4 -0.037
C 1.059 0.233 -3.094 -0.3 -0.2 -0.2 -0.585
C 0.046 -2.800 -0.811 -1.3 0.2 -0.5 -0.173
C -2.483 -1.603 2.187 -0.6 -0.4 -0.3 -0.013
C -0.154 0.241 4.381 -0.7 -0.5 -0.3 -0.275
C -2.477 0.072 -1.160 -0.5 0.6 -0.1 -0.150
C -1.308 -0.539 4.232 0.4 0.1 -0.3 0.055
C -1.909 -1.307 -1.624 -0.3 -0.6 -0.2 -0.157
C -1.457 -0.772 2.853 1.1 0.9 0.8 -0.306
C -0.070 3.210 -1.040 0.9 0.0 1.0 -0.319
C 1.365 -2.923 -0.226 -0.4 -1.3 -0.1 -0.290
H 2.422 1.673 -3.932 0.0 0.0 0.0 0.099
H 1.213 3.374 1.335 0.1 0.5 -0.5 -0.061
H 2.830 -0.878 -3.501 -0.1 -0.1 -0.1 0.099
H 1.430 -1.376 -4.487 0.1 -0.1 0.0 0.097
H 1.173 1.116 -5.051 0.0 0.0 0.0 0.096
H 0.455 3.451 -1.977 -0.4 0.0 0.2 0.080
H -2.976 -0.097 -0.194 0.3 0.4 -0.1 0.111
H -0.036 0.079 -3.125 0.0 -0.1 -0.2 0.104
H 2.580 2.877 -0.414 -0.6 0.3 0.1 -0.025
H 1.538 -1.850 -2.783 0.0 0.0 -0.1 0.047
H 1.138 0.995 2.884 -0.5 -0.2 0.3 0.139
H 3.480 -1.174 -0.472 -0.6 -0.9 0.7 0.009
H -0.394 -3.757 -1.147 0.3 0.4 0.0 0.149
H -3.269 0.383 -1.853 0.2 -0.2 0.0 0.139
H -2.077 2.921 -1.874 0.1 -0.4 0.0 0.153
H 1.438 1.312 5.347 -0.3 -0.2 0.0 0.093
H 0.797 -0.102 6.224 0.0 0.3 -0.1 0.106
H -3.487 -1.164 2.301 0.3 -0.2 0.0 0.108
H -1.764 -1.228 -2.714 0.5 -0.3 0.4 0.134
H -2.505 -2.612 2.630 0.0 0.4 -0.1 0.109
H 1.700 -3.960 -0.109 -0.3 0.3 0.0 0.085
H -0.365 4.151 -0.550 -0.3 -0.2 -0.6 0.086
H -0.157 1.395 6.144 0.2 -0.1 0.0 0.106
H -1.948 -0.900 5.025 0.1 0.0 -0.1 0.135
H 0.751 2.255 -3.783 0.0 0.0 0.0 0.062
H -2.693 -2.067 -1.480 0.1 0.2 0.0 0.141
H -2.301 -1.736 1.114 0.1 0.1 0.3 0.044
H 2.790 -1.658 1.809 0.3 -1.0 -1.2 -0.021
```
Forces are in eV/Å.